Here is a 8-piece molecular cluster, C23H47BBr16NO3 overall at a distorted geometry from OMol25. Energies are from wB97M-V/def2-TZVPD.

Each line ends with the Mulliken charge.
Element x y z (Å)
C (3.0230, -2.0687, 0.9099)  -1.040
C (3.0858, -3.5230, 0.4622)  -0.326
C (1.8475, -4.2182, 0.9620)  0.534
O (1.6579, -4.3526, 2.1532)  -0.574
O (0.9606, -4.7837, 0.0709)  -0.556
C (0.6177, -3.9225, -1.0572)  -0.305
C (-0.8842, -3.7763, -1.2522)  -1.273
C (-1.7314, -3.4915, -0.0350)  -0.253
N (-1.7683, -4.7057, 0.8420)  -0.396
B (-1.2532, -2.3109, 0.7228)  0.356
C (-1.2787, -0.8353, 0.0673)  -0.001
O (-0.8038, -2.3341, 2.0823)  -0.611
H (3.4083, -1.4026, 0.1661)  0.338
H (3.5882, -1.9563, 1.8207)  0.380
H (2.0169, -1.7441, 1.1230)  0.096
H (3.1047, -3.5985, -0.6115)  0.312
H (3.9259, -4.0112, 0.9138)  0.451
H (0.9983, -4.3662, -1.9569)  0.780
H (1.0648, -2.9424, -0.9959)  0.329
H (-1.0183, -2.9204, -1.9059)  0.199
H (-1.2595, -4.6287, -1.8179)  0.373
H (-2.6947, -4.8367, 1.2095)  0.175
H (-1.4751, -5.5288, 0.3393)  0.077
H (-1.8510, -0.1778, 0.7069)  -0.465
H (-0.2955, -0.3949, -0.0445)  0.196
H (-1.8125, -0.8782, -0.8804)  -0.072
H (-1.5331, -2.6399, 2.6192)  0.159
Br (1.6896, 1.7693, -1.1512)  -0.050
C (2.3576, 3.5778, -0.9091)  -0.449
C (3.8286, 3.6731, -1.2031)  -0.564
Br (4.8993, 2.9366, 0.2454)  -0.166
H (2.1095, 3.8708, 0.1056)  0.152
H (1.7901, 4.1875, -1.6080)  0.369
H (4.1342, 4.7141, -1.2832)  0.345
H (4.1111, 3.1406, -2.1043)  0.383
Br (-0.5821, -8.7116, -2.8538)  -0.163
C (1.3074, -8.3844, -3.2168)  -0.570
C (2.0964, -8.2179, -1.9473)  -0.774
Br (1.7822, -6.4333, -1.1194)  0.190
H (1.3523, -7.5089, -3.8548)  0.327
H (1.6366, -9.2555, -3.7802)  0.355
H (3.1644, -8.2714, -2.1650)  0.353
H (1.8460, -8.9592, -1.1956)  0.384
Br (-0.1286, 1.7191, 2.5898)  -0.047
C (1.5702, 1.2947, 3.4178)  -0.665
C (1.9449, 2.3157, 4.4538)  -0.440
Br (2.5897, 3.9649, 3.6405)  -0.177
H (2.3000, 1.2110, 2.6193)  0.267
H (1.4283, 0.3184, 3.8772)  0.381
H (2.7707, 1.9599, 5.0656)  0.393
H (1.1124, 2.5880, 5.0928)  0.295
Br (-0.4184, -4.7724, -5.9667)  -0.084
C (0.5704, -4.0936, -7.4964)  -0.586
C (0.7591, -5.1322, -8.5705)  -0.612
Br (2.1427, -6.4197, -8.1197)  -0.152
H (1.5061, -3.7029, -7.1125)  0.363
H (-0.0331, -3.2737, -7.8798)  0.308
H (1.1008, -4.6655, -9.4913)  0.369
H (-0.1433, -5.7004, -8.7648)  0.380
Br (-1.2315, 0.3784, -2.9922)  -0.034
C (-0.1505, 0.8362, -4.5409)  -0.496
C (0.1085, -0.3223, -5.4635)  -0.650
Br (1.4723, -1.5423, -4.8027)  -0.151
H (0.7642, 1.2762, -4.1551)  0.292
H (-0.7264, 1.5957, -5.0664)  0.332
H (0.5061, 0.0430, -6.4081)  0.406
H (-0.7769, -0.9217, -5.6489)  0.365
Br (-2.7063, 3.2371, 5.2746)  -0.089
C (-4.4315, 3.1375, 4.3806)  -0.481
C (-4.6254, 1.8215, 3.6749)  -0.684
Br (-3.6148, 1.7447, 2.0210)  -0.168
H (-4.4825, 3.9839, 3.7047)  0.222
H (-5.1696, 3.2571, 5.1722)  0.357
H (-5.6658, 1.7014, 3.3818)  0.387
H (-4.3182, 0.9708, 4.2728)  0.406
Br (2.6478, 8.5698, 3.4424)  -0.142
C (0.9284, 8.4440, 2.5404)  -0.570
C (0.7736, 7.1389, 1.8060)  -0.307
Br (1.8049, 7.1239, 0.1536)  -0.127
H (0.8566, 9.3066, 1.8878)  0.373
H (0.1832, 8.5217, 3.3283)  0.344
H (-0.2603, 6.9966, 1.5019)  0.304
H (1.0994, 6.2814, 2.3857)  0.105
Br (-3.4825, 8.0360, 7.1256)  -0.134
C (-5.0398, 7.9978, 5.9628)  -0.617
C (-5.0800, 6.7480, 5.1269)  -0.577
Br (-3.8120, 6.8220, 3.6579)  -0.115
H (-5.0073, 8.9005, 5.3639)  0.387
H (-5.8972, 8.0352, 6.6301)  0.359
H (-6.0552, 6.6373, 4.6584)  0.385
H (-4.8467, 5.8535, 5.6958)  0.321

Force components x, y, z for each atom (eV/Å):
C 0.0 0.0 0.2
C -1.2 0.3 -0.4
C -0.8 -0.8 2.1
O 0.4 -0.2 -1.4
O -0.1 3.2 0.9
C -0.9 0.4 -0.3
C -1.2 0.4 0.1
C 1.4 -0.7 1.1
N -0.1 0.3 0.0
B -0.4 0.8 -0.3
C 0.0 -0.7 0.0
O -0.5 0.8 0.2
H 0.5 0.4 -0.5
H 0.2 0.2 0.3
H -0.5 0.0 0.1
H 0.4 -0.1 -0.4
H 0.5 -0.4 0.0
H 0.5 -0.2 -0.5
H 0.1 0.4 0.6
H 0.2 0.3 -0.5
H 0.0 -0.5 -0.2
H -0.3 -0.3 -0.2
H -0.1 -0.3 0.1
H -0.2 0.3 0.4
H 0.4 0.3 -0.2
H 0.1 0.0 -0.1
H 0.2 -0.5 0.3
Br 0.0 0.0 0.1
C -0.2 -0.2 -0.2
C 0.1 0.2 0.2
Br 0.0 -0.1 -0.1
H 0.0 0.0 0.0
H 0.0 0.1 0.0
H 0.0 0.0 0.0
H 0.0 0.0 0.0
Br 0.0 0.1 0.0
C -0.1 -0.3 0.0
C 0.4 0.9 0.0
Br 1.0 -4.1 -1.1
H 0.0 0.1 0.0
H 0.0 0.0 0.0
H 0.0 -0.1 -0.1
H -0.1 0.0 0.0
Br 0.1 0.1 0.0
C -0.3 -0.1 -0.1
C 0.2 0.0 0.0
Br 0.0 0.1 0.0
H 0.1 0.0 0.0
H 0.0 0.0 0.0
H 0.0 0.0 0.0
H -0.1 0.0 0.0
Br 0.1 -0.1 0.0
C -0.3 0.0 0.2
C 0.2 0.0 -0.1
Br 0.0 -0.1 0.1
H 0.1 0.0 0.0
H 0.0 0.0 -0.1
H 0.0 0.0 0.0
H -0.1 0.0 0.0
Br 0.3 -0.1 -0.3
C -0.4 0.2 0.2
C 0.2 -0.1 -0.1
Br 0.0 0.0 0.1
H 0.1 0.0 0.0
H 0.1 0.0 -0.1
H 0.0 0.0 0.0
H -0.1 0.0 0.1
Br 0.0 0.1 0.0
C 0.0 -0.1 0.3
C 0.0 0.1 -0.3
Br -0.1 0.0 0.0
H 0.0 0.0 -0.1
H 0.0 -0.1 0.0
H 0.0 0.0 0.1
H 0.0 0.0 0.1
Br 0.0 0.0 -0.1
C 0.1 -0.1 0.2
C -0.1 0.0 -0.2
Br 0.0 0.0 0.0
H 0.0 0.0 -0.1
H 0.0 -0.1 0.0
H 0.0 0.0 0.0
H 0.0 0.0 0.1
Br 0.0 0.0 -0.1
C 0.0 -0.1 0.3
C 0.0 0.0 -0.2
Br 0.1 0.0 0.0
H 0.0 0.0 -0.1
H 0.0 0.0 0.0
H 0.0 0.0 0.0
H 0.0 0.0 0.1

Results
charge: -1
HOMO level: -1.51 eV
E_tot: -1153602.1346 eV
ΔE to the lowest compared entry with this formula, charge and spin: 0.00 kJ/mol
maximum force: 0.0839 hartree/bohr